A structure of composition C30H42MnN4OP2 in a non-equilibrium geometry, computed with ωB97M-V with the def2-TZVPD basis set.

Properties
Kohn-Sham gap (alpha / beta): 6.20 / 7.30 eV
Relative energy (zero: lowest compared OMol25 entry of this formula, charge and spin): 12.7 kcal per mole
Spin multiplicity: 6
E_LUMO (alpha / beta): -0.08 / -0.31 eV
Molar mass: 591.58 g/mol

Last column: Mulliken spin population.
Positions of all 80 atoms, in Å:
Mn1 -0.06 0.90 1.94  4.6832
C1 -1.73 1.81 -4.68  -0.0002
C2 -1.78 0.53 -4.28  0.0013
C3 -1.07 -0.59 -4.94  0.0009
C4 0.39 -0.27 -5.34  0.0002
C5 1.13 0.56 -4.32  0.0027
C6 1.19 1.90 -4.36  0.0001
C7 0.56 2.68 -5.48  0.0000
C8 -0.91 2.29 -5.83  -0.0001
C9 1.57 0.82 3.37  0.0876
H1 -2.36 2.59 -4.25  0.0001
H2 -2.51 0.22 -3.53  -0.0009
H3 -1.62 -0.88 -5.84  -0.0001
H4 -1.08 -1.45 -4.25  -0.0003
H5 0.91 -1.23 -5.45  0.0001
H6 0.38 0.23 -6.30  0.0000
H7 1.73 -0.03 -3.61  -0.0023
H8 1.80 2.48 -3.67  -0.0001
H9 1.13 2.57 -6.42  0.0000
H10 0.56 3.74 -5.21  0.0000
H11 -1.40 3.21 -6.20  0.0000
H12 -0.92 1.55 -6.64  0.0000
H13 1.22 1.47 4.19  -0.0012
H14 2.65 0.97 3.22  0.0015
H15 1.38 -0.23 3.64  0.0068
P1 1.89 -0.33 0.89  0.1027
P2 -1.19 -0.94 0.98  -0.0273
N1 3.00 0.90 0.34  -0.0379
N2 2.98 -1.66 1.50  0.0031
N3 -2.04 0.36 0.12  0.0027
N4 -2.59 -1.86 1.34  0.0182
C10 1.18 -1.06 -0.61  -0.0162
C11 -0.20 -1.73 -0.36  0.0112
C12 2.90 2.22 0.81  0.0286
C13 3.86 2.98 0.19  0.0187
C14 4.59 2.13 -0.70  0.0010
C15 4.04 0.85 -0.58  0.0009
C16 3.84 -1.57 2.61  -0.0002
C17 4.54 -2.76 2.74  0.0035
C18 4.09 -3.64 1.71  0.0020
C19 3.12 -2.95 0.99  0.0086
C20 -2.14 1.67 0.66  0.0447
C21 -2.49 2.53 -0.37  0.0279
C22 -2.57 1.78 -1.56  -0.0055
C23 -2.30 0.45 -1.24  0.0242
C24 -3.78 -2.06 0.62  0.0087
C25 -4.60 -2.91 1.35  -0.0018
C26 -3.91 -3.25 2.56  0.0033
C27 -2.69 -2.59 2.53  0.0045
H16 1.90 -1.80 -1.00  -0.0004
H17 1.08 -0.26 -1.37  0.0009
H18 -0.81 -1.76 -1.27  0.0047
H19 -0.05 -2.77 -0.03  -0.0084
H20 2.20 2.45 1.61  -0.0166
H21 4.03 4.04 0.36  0.0003
H22 5.41 2.43 -1.33  0.0006
H23 4.32 -0.08 -1.05  0.0003
H24 3.86 -0.68 3.21  -0.0053
H25 5.31 -2.97 3.48  0.0000
H26 4.45 -4.64 1.51  0.0002
H27 2.53 -3.28 0.15  0.0000
H28 -2.21 1.80 1.75  -0.0699
H29 -2.68 3.59 -0.30  0.0016
H30 -2.76 2.16 -2.54  -0.0005
H31 -2.28 -0.46 -1.82  0.0021
H32 -3.94 -1.58 -0.33  -0.0001
H33 -5.58 -3.26 1.07  0.0002
H34 -4.25 -3.90 3.35  0.0001
H35 -1.86 -2.57 3.23  0.0032
C28 -0.79 0.47 6.08  0.0146
C29 -1.45 -0.12 4.82  0.0119
C30 -2.96 -0.12 5.08  0.0015
O1 -1.12 0.55 3.67  0.0621
H36 -1.13 1.51 6.20  -0.0013
H37 0.30 0.45 6.02  -0.0059
H38 -1.08 -0.09 6.96  -0.0002
H39 -1.14 -1.19 4.74  -0.0013
H40 -3.31 0.91 5.17  -0.0003
H41 -3.50 -0.62 4.27  -0.0001
H42 -3.18 -0.65 6.01  0.0008

A cluster of 2 separate species, C4H7O2S in total in a non-equilibrium geometry, computed with ωB97M-V with the def2-TZVPD basis set.

Properties
Kohn-Sham gap (alpha / beta): 2.62 / 7.63 eV
Relative energy (zero: lowest compared OMol25 entry of this formula, charge and spin): 47.5 kcal per mole
Spin multiplicity: 3
E_LUMO (alpha / beta): 3.59 / 3.13 eV
Molar mass: 119.16 g/mol
Charge: -1

Last column: Mulliken spin population.
Positions of all 14 atoms, in Å:
C1 1.17 1.14 1.03  0.7394
C2 -0.08 0.77 0.81  0.5088
C3 0.05 -0.04 -1.41  0.8665
C4 -0.65 -0.39 1.54  -0.0321
O1 -0.61 -0.92 -3.99  0.0330
O2 -0.01 -1.56 -1.41  -0.0232
S1 -1.02 -0.99 -2.57  0.0747
H1 1.59 2.06 0.69  0.0150
H2 1.91 0.50 1.58  -0.0121
H3 -0.65 1.43 0.22  -0.2328
H4 0.93 0.11 -1.96  -0.0407
H5 -1.45 -1.06 1.07  0.0239
H6 -1.32 -0.05 2.39  0.0609
H7 0.13 -1.01 2.03  0.0187

A structure of composition C23H42Cl3CuN2O4Si in a non-equilibrium geometry, computed with ωB97M-V with the def2-TZVPD basis set.

Properties
Kohn-Sham gap (alpha / beta): 7.55 / 7.49 eV
Relative energy (zero: lowest compared OMol25 entry of this formula, charge and spin): 0.0 kcal per mole
Spin multiplicity: 2
E_LUMO (alpha / beta): 2.34 / 2.33 eV
Molar mass: 608.59 g/mol
Charge: -1

Last column: Mulliken spin population.
Positions of all 76 atoms, in Å:
C1 2.52 -2.02 -3.12  -0.0008
C2 1.75 -1.42 -4.25  0.0003
H1 2.63 -3.10 -3.24  0.0000
H2 2.03 -1.82 -2.16  0.0012
H3 3.54 -1.60 -3.04  0.0000
C3 1.56 -2.01 -5.43  -0.0001
C4 2.20 -3.30 -5.84  0.0000
H4 0.92 -1.55 -6.17  0.0000
H5 2.20 -4.03 -5.03  0.0000
H6 3.24 -3.16 -6.16  0.0000
H7 1.66 -3.73 -6.68  0.0000
Cu1 0.68 -0.18 4.55  0.6821
Cl1 2.06 1.62 4.83  0.0479
Cl2 1.18 -0.79 2.48  0.1500
C5 -0.20 2.25 2.75  0.0000
O1 -0.89 1.48 3.43  0.0042
N1 -0.64 3.15 1.84  0.0000
C6 -2.04 3.26 1.52  0.0002
C7 0.23 4.18 1.28  0.0000
H8 0.90 2.26 2.86  -0.0008
H9 -2.62 2.65 2.21  0.0000
H10 -2.23 2.92 0.49  0.0000
H11 -2.35 4.31 1.58  0.0000
H12 1.23 4.05 1.70  0.0000
H13 -0.15 5.18 1.52  0.0000
H14 0.29 4.10 0.18  0.0001
H15 0.23 -4.61 3.01  -0.0003
H16 -0.65 -2.83 1.24  0.0001
C8 -0.74 -4.53 3.52  -0.0006
C9 -1.60 -3.08 1.73  -0.0001
N2 -1.41 -3.30 3.14  -0.0003
H17 -0.58 -4.51 4.60  0.0008
C10 -1.67 -2.31 4.04  -0.0005
O2 -2.01 -1.16 3.79  0.0001
H18 -2.31 -2.27 1.57  0.0000
H19 -1.47 -2.63 5.08  0.0015
H20 -1.35 -5.39 3.24  0.0000
H21 -1.98 -4.01 1.28  0.0002
O3 -0.13 -0.28 -3.31  0.0006
C11 1.12 -0.06 -3.96  0.0000
C12 -0.20 0.83 -5.97  0.0000
C13 0.97 0.81 -5.20  0.0000
H22 -1.06 0.24 -5.65  0.0000
C14 -0.23 1.60 -7.13  0.0000
H23 1.80 0.46 -3.27  0.0000
C15 2.08 1.57 -5.58  0.0000
H24 -1.15 1.63 -7.72  0.0000
C16 0.89 2.33 -7.55  0.0000
C17 2.06 2.30 -6.77  0.0000
H25 2.97 1.53 -4.94  0.0000
H26 0.86 2.92 -8.46  0.0000
H27 2.94 2.86 -7.08  0.0000
Si1 -0.96 0.55 -2.12  -0.0003
Cl3 1.09 -2.24 5.37  0.0869
C18 -2.77 0.21 -2.44  0.0002
C19 -0.60 2.38 -2.35  0.0002
C20 -0.41 -0.11 -0.47  0.0033
H28 -3.01 0.33 -3.51  0.0000
H29 -3.40 0.90 -1.87  0.0000
H30 -3.03 -0.82 -2.15  0.0000
H31 -0.59 -1.19 -0.40  -0.0033
H32 -0.93 0.36 0.38  -0.0035
H33 0.66 0.05 -0.30  -0.0028
H34 -0.76 2.67 -3.40  0.0000
H35 0.44 2.62 -2.09  0.0000
H36 -1.26 3.00 -1.72  0.0000
C21 -1.39 0.13 8.44  0.0048
C22 -0.21 0.10 7.50  -0.0011
C23 1.14 -0.07 8.14  -0.0008
O4 -0.41 0.21 6.28  0.0299
H37 -1.05 0.10 9.47  -0.0003
H38 -2.04 -0.74 8.27  0.0002
H39 -1.96 1.05 8.28  0.0000
H40 1.56 -1.04 7.85  0.0008
H41 1.78 0.76 7.82  0.0004
H42 1.03 -0.04 9.23  -0.0003

The molecule C5H8F4N2O3 in a non-equilibrium geometry, computed with ωB97M-V with the def2-TZVPD basis set.

Properties
Structure (SMILES): C[C@@H](CO)N[C@](F)([N+](=O)[O-])C(F)(F)F
Kohn-Sham gap: 10.19 eV
Relative energy (zero: lowest compared OMol25 entry of this formula, charge and spin): 0.0 kcal per mole
E_LUMO: -0.51 eV
Molar mass: 220.12 g/mol

Last column: Löwdin charge in e.
Positions of all 22 atoms, in Å:
C1 -0.73 -1.11 -0.18  -0.0511
C2 0.31 -0.11 0.39  -0.3520
C3 1.21 0.52 -0.73  -0.2537
O1 1.83 1.66 -0.34  -0.0021
N1 -0.36 0.99 1.12  0.1213
C4 -0.87 0.53 2.49  -0.3000
F1 -0.15 -0.47 2.95  0.1468
N2 -2.33 0.06 2.55  -0.3182
O2 -3.19 0.70 1.92  0.0920
O3 -2.50 -0.92 3.18  0.1513
C5 -0.67 1.68 3.58  -0.4914
F2 -1.49 2.78 3.30  0.1067
F3 0.58 2.03 3.59  0.2102
F4 -1.04 1.25 4.82  0.1496
H1 -0.27 -2.17 -0.50  0.1261
H2 -1.06 -0.60 -1.18  0.0959
H3 -1.66 -1.26 0.40  0.0648
H4 0.88 -0.70 1.07  0.1211
H5 1.96 -0.29 -0.94  0.1447
H6 0.53 0.60 -1.58  0.1049
H7 1.35 2.13 0.28  0.0458
H8 -1.01 1.41 0.58  0.0873